Record 1
Molecular formula: C2H6NP
Method: DFT, ωB97M-V/def2-TZVPD

```
10
Properties=species:S:1:pos:R:3
C 0.303 0.276 0.079
C 1.664 -0.301 0.304
N -0.795 -0.483 0.367
P -2.385 0.020 0.256
H 0.405 1.277 -0.404
H 1.515 -1.051 0.959
H 2.282 0.414 0.611
H 2.129 -0.608 -0.584
H -2.761 -0.862 -0.963
H -2.356 1.317 -0.626
```

Summary:
Energy above the lowest of the compared OMol25 structures with the same formula, charge and spin ... 17.5 kcal per mole
Structure (SMILES) ... C/C=N/P
HOMO energy ... -0.330 Eh
Net charge ... 0

---

Record 2
Molecular formula: C2H6NS
Method: DFT, ωB97M-V/def2-TZVPD

```
10
Properties=species:S:1:pos:R:3
S -0.569 -1.957 1.241
H -1.281 -1.876 2.326
C -0.466 2.074 -1.125
C 1.137 0.519 -0.475
N 0.859 1.513 -1.292
H -1.060 1.411 -0.546
H -0.743 2.369 -2.157
H -0.164 3.062 -0.532
H 1.629 -0.349 -0.842
H 0.688 0.547 0.537
```

Summary:
Energy above the lowest of the compared OMol25 structures with the same formula, charge and spin ... 44.6 kcal per mole
HOMO energy ... -0.097 Eh
Net charge ... -1

---

Record 3
Molecular formula: C2H6NS
Method: DFT, ωB97M-V/def2-TZVPD

```
10
Properties=species:S:1:pos:R:3
S 1.499 -1.973 1.479
H 2.262 -0.841 1.564
C -0.716 -0.182 -1.220
C -0.210 1.124 0.600
N -0.367 1.159 -0.661
H -0.253 -0.156 -2.207
H -1.793 -0.270 -1.191
H -0.220 -0.993 -0.681
H -0.149 1.991 1.256
H -0.053 0.140 1.062
```

Summary:
Energy above the lowest of the compared OMol25 structures with the same formula, charge and spin ... 21.2 kcal per mole
HOMO energy ... -0.099 Eh
Net charge ... -1

---

Record 4
Molecular formula: C2H6NS
Method: DFT, ωB97M-V/def2-TZVPD

```
10
Properties=species:S:1:pos:R:3
S -2.649 -0.502 -0.453
H -1.708 0.161 0.213
C 2.073 1.263 0.973
C 1.312 -0.493 -0.441
N 2.255 0.020 0.239
H 1.492 1.980 0.405
H 3.041 1.683 1.230
H 1.582 1.117 1.949
H 1.530 -0.961 -1.393
H 0.334 -0.729 0.018
```

Summary:
Energy above the lowest of the compared OMol25 structures with the same formula, charge and spin ... 41.0 kcal per mole
HOMO energy ... -0.095 Eh
Net charge ... -1

---

Record 5
Molecular formula: C2H6NS
Method: DFT, ωB97M-V/def2-TZVPD

```
10
Properties=species:S:1:pos:R:3
S 1.107 3.252 -0.571
H 1.548 3.016 0.671
C 0.587 -1.165 0.190
C -1.511 -0.423 -0.325
N -0.690 -1.350 -0.472
H 0.616 -0.203 0.714
H 0.769 -2.068 0.767
H 1.385 -1.194 -0.554
H -2.557 -0.379 -0.635
H -1.254 0.513 0.215
```

Summary:
Spin multiplicity ... 2
Energy above the lowest of the compared OMol25 structures with the same formula, charge and spin ... 28.4 kcal per mole
Expectation value of S² ... 0.753
HOMO energy (alpha / beta) ... -0.357 / -0.354 Eh
Net charge ... 0

---

Record 6
Molecular formula: C2H6NS2
Method: DFT, ωB97M-V/def2-TZVPD

```
11
Properties=species:S:1:pos:R:3
C 1.631 0.215 -0.592
C -0.543 -0.537 0.302
N 0.496 0.532 0.284
S 3.202 0.888 -0.022
S 2.693 -1.093 0.051
H 1.507 0.563 -1.963
H -1.134 -0.961 -0.522
H -0.089 -1.438 0.796
H -1.286 -0.237 1.065
H 0.734 0.637 1.267
H 0.110 1.359 -0.338
```

Summary:
Spin multiplicity ... 3
Energy above the lowest of the compared OMol25 structures with the same formula, charge and spin ... 35.7 kcal per mole
Expectation value of S² ... 2.012
HOMO energy (alpha / beta) ... -0.389 / -0.556 Eh
Net charge ... +1

---

Record 7
Molecular formula: C2H6NS3
Method: DFT, ωB97M-V/def2-TZVPD

```
12
Properties=species:S:1:pos:R:3
C 0.401 0.048 0.047
C -0.632 0.925 -0.444
N -0.141 1.664 -1.605
S -1.243 -1.916 2.951
S 0.337 -1.214 1.426
S 1.997 0.002 -0.521
H -0.906 1.477 0.397
H -1.438 0.283 -0.564
H 0.842 1.802 -1.655
H -0.449 1.347 -2.511
H -1.168 -3.182 2.561
H 2.400 -1.236 -0.083
```

Summary:
Spin multiplicity ... 3
Energy above the lowest of the compared OMol25 structures with the same formula, charge and spin ... 10.3 kcal per mole
Expectation value of S² ... 2.011
HOMO energy (alpha / beta) ... -0.448 / -0.506 Eh
Net charge ... +1

---

Record 8
Molecular formula: C2H6NaS2
Method: DFT, ωB97M-V/def2-TZVPD

```
11
Properties=species:S:1:pos:R:3
S -0.449 0.456 1.070
S 0.502 -1.124 0.202
C -1.727 0.846 -0.145
C 1.683 -0.303 -0.891
H -2.326 1.678 0.262
H -2.393 -0.015 -0.320
H -1.298 1.161 -1.111
H 1.181 0.297 -1.669
H 2.366 0.354 -0.326
H 2.279 -1.090 -1.383
Na 0.181 -2.260 4.309
```

Summary:
Energy above the lowest of the compared OMol25 structures with the same formula, charge and spin ... 3.0 kcal per mole
HOMO energy ... -0.441 Eh
Net charge ... +1

---

Record 9
Molecular formula: C2H6O
Method: DFT, ωB97M-V/def2-TZVPD

```
9
Properties=species:S:1:pos:R:3
C -1.239 -0.195 -0.047
C 0.100 0.539 0.054
H -2.052 0.358 0.229
H -1.081 -1.066 0.656
H -1.424 -0.614 -0.951
H 0.348 1.290 -0.679
H 0.124 1.152 0.905
H 0.926 -1.019 0.559
O 1.249 -0.271 -0.095
```

Summary:
Energy above the lowest of the compared OMol25 structures with the same formula, charge and spin ... 18.3 kcal per mole
Structure (SMILES) ... CCO
HOMO energy ... -0.379 Eh
Net charge ... 0

---

Record 10
Molecular formula: C2H6O
Method: DFT, ωB97M-V/def2-TZVPD

```
9
Properties=species:S:1:pos:R:3
C 0.591 0.901 0.832
C -0.424 0.502 1.594
H 0.617 0.689 -0.224
H 1.650 0.925 1.248
H -1.476 0.217 1.270
H -0.244 0.275 2.621
H -0.549 -1.163 -1.757
H -0.331 -1.159 -3.241
O 0.166 -1.187 -2.343
```

Summary:
Energy above the lowest of the compared OMol25 structures with the same formula, charge and spin ... 28.4 kcal per mole
Structure (SMILES) ... C=C.O
HOMO energy ... -0.373 Eh
Net charge ... 0

---

Record 11
Molecular formula: C2H6O
Method: DFT, ωB97M-V/def2-TZVPD

```
9
Properties=species:S:1:pos:R:3
C -0.072 -0.196 1.234
C 0.471 0.804 0.583
O -0.502 -0.867 -1.561
H 0.508 -1.023 1.596
H -0.461 0.089 -1.629
H -1.130 -0.198 1.522
H -0.171 1.681 0.341
H 1.605 0.797 0.316
H -0.249 -1.088 -2.402
```

Summary:
Energy above the lowest of the compared OMol25 structures with the same formula, charge and spin ... 25.1 kcal per mole
Structure (SMILES) ... C=C.O
HOMO energy ... -0.365 Eh
Net charge ... 0

---

Record 12
Molecular formula: C2H6O2
Method: DFT, ωB97M-V/def2-TZVPD

```
10
Properties=species:S:1:pos:R:3
C -0.731 -0.427 -0.232
C 0.729 -0.420 0.250
O -1.429 0.727 0.178
O 1.432 0.712 -0.209
H 1.095 1.486 0.258
H -1.088 1.479 -0.321
H -0.756 -0.524 -1.324
H -1.255 -1.275 0.213
H 1.248 -1.289 -0.159
H 0.754 -0.470 1.345
```

Summary:
Energy above the lowest of the compared OMol25 structures with the same formula, charge and spin ... 13.1 kcal per mole
Structure (SMILES) ... OCCO
HOMO energy ... -0.374 Eh
Net charge ... 0

---

Record 13
Molecular formula: C2H6O2
Method: DFT, ωB97M-V/def2-TZVPD

```
10
Properties=species:S:1:pos:R:3
O -0.885 1.977 -0.489
C -0.332 -1.050 0.131
C 1.004 -0.506 0.542
O 1.465 0.557 0.183
H -0.890 2.051 -1.450
H -0.919 -1.290 1.024
H -0.873 -0.318 -0.470
H 1.595 -1.138 1.233
H -0.191 -1.988 -0.420
H 0.027 1.705 -0.284
```

Summary:
Energy above the lowest of the compared OMol25 structures with the same formula, charge and spin ... 7.8 kcal per mole
Structure (SMILES) ... CC=O.O
HOMO energy ... -0.380 Eh
Net charge ... 0

---

Record 14
Molecular formula: C2H6O2
Method: DFT, ωB97M-V/def2-TZVPD

```
10
Properties=species:S:1:pos:R:3
O 1.002 -1.021 -0.157
C -0.016 -0.193 -0.696
C -0.535 0.734 0.433
O -0.059 0.347 1.695
H 1.270 -1.626 -0.856
H 0.396 0.411 -1.515
H -0.830 -0.815 -1.092
H -0.245 1.773 0.214
H -1.632 0.702 0.447
H 0.642 -0.302 1.528
```

Summary:
Energy above the lowest of the compared OMol25 structures with the same formula, charge and spin ... 17.8 kcal per mole
Structure (SMILES) ... OCCO
HOMO energy ... -0.362 Eh
Net charge ... 0

---

Record 15
Molecular formula: C2H6O2P
Method: DFT, ωB97M-V/def2-TZVPD

```
11
Properties=species:S:1:pos:R:3
C 1.357 -0.675 1.035
C -1.329 0.605 0.291
O -0.561 -1.883 -0.443
O 0.264 0.755 -2.431
P 0.108 -0.556 -0.139
H 1.933 -1.589 1.320
H 1.755 0.243 1.513
H -1.977 0.946 -0.636
H -1.889 0.015 0.957
H -0.861 1.556 0.760
H 1.200 0.583 -2.227
```

Summary:
Energy above the lowest of the compared OMol25 structures with the same formula, charge and spin ... 85.1 kcal per mole
HOMO energy ... -0.136 Eh
Net charge ... -1

---

Record 16
Molecular formula: C2H6O2P
Method: DFT, ωB97M-V/def2-TZVPD

```
11
Properties=species:S:1:pos:R:3
C -2.076 2.082 -0.128
C 2.675 -2.251 -0.289
O -1.157 1.051 -0.037
O 0.191 -0.840 0.777
P -0.884 0.009 1.171
H -3.148 1.780 -0.233
H -1.832 2.587 -1.149
H -2.088 2.816 0.835
H 2.188 -3.128 -0.594
H 3.087 -1.605 -0.989
H 3.043 -2.500 0.636
```

Summary:
Energy above the lowest of the compared OMol25 structures with the same formula, charge and spin ... 80.4 kcal per mole
HOMO energy ... -0.514 Eh
Net charge ... +1

---

Record 17
Molecular formula: C2H6O2S
Method: DFT, ωB97M-V/def2-TZVPD

```
11
Properties=species:S:1:pos:R:3
C 0.356 0.263 1.299
C 0.441 -0.172 -1.324
O -2.540 1.080 -0.279
O -0.959 -1.906 0.249
S -0.702 -0.520 0.081
H 1.485 0.226 1.233
H -0.008 1.306 1.170
H -0.017 -0.229 2.239
H 0.601 0.915 -0.969
H 1.367 -0.704 -1.421
H -0.023 -0.260 -2.276
```

Summary:
Energy above the lowest of the compared OMol25 structures with the same formula, charge and spin ... 150.6 kcal per mole
HOMO energy (alpha / beta) ... -0.351 / -0.350 Eh
Net charge ... 0

---

Record 18
Molecular formula: C2H6O2S2
Method: DFT, ωB97M-V/def2-TZVPD

```
12
Properties=species:S:1:pos:R:3
C -2.024 -0.864 -0.289
S -0.598 -0.650 0.793
S -0.885 1.355 1.351
H -2.589 0.071 -0.353
H -2.774 -1.504 0.187
H -1.777 -1.233 -1.279
H -0.067 1.308 2.426
O 1.584 1.750 -0.280
C 2.094 0.676 -0.324
O 2.247 -0.006 -1.481
H 2.334 0.022 0.537
H 2.454 -0.923 -1.287
```

Summary:
Energy above the lowest of the compared OMol25 structures with the same formula, charge and spin ... 18.8 kcal per mole
Structure (SMILES) ... O=CO.CSS
HOMO energy ... -0.299 Eh
Net charge ... 0

---

Record 19
Molecular formula: C2H6O2Tb
Method: DFT, ωB97M-V/def2-TZVPD

```
11
Properties=species:S:1:pos:R:3
O 3.225 0.428 -0.705
O 0.731 0.709 0.216
H 1.155 1.014 -0.818
Tb 2.636 -0.165 1.168
C -0.666 0.463 0.362
C -1.164 -0.814 -0.276
H -1.137 1.335 -0.115
H -0.845 0.454 1.447
H -0.998 -0.806 -1.362
H -0.694 -1.697 0.178
H -2.244 -0.920 -0.095
```

Summary:
Spin multiplicity ... 7
Energy above the lowest of the compared OMol25 structures with the same formula, charge and spin ... 0.0 kcal per mole
Expectation value of S² ... 12.830
HOMO energy (alpha / beta) ... -0.491 / -0.502 Eh
Net charge ... +1

---

Record 20
Molecular formula: C2H6O3SSi
Method: DFT, ωB97M-V/def2-TZVPD

```
13
Properties=species:S:1:pos:R:3
C -2.565 -1.500 0.027
C -2.681 -1.683 -1.134
O -2.636 1.476 1.065
O -0.368 0.873 0.277
O 2.649 1.674 0.419
Si 2.730 0.181 -0.047
S -1.768 1.113 -0.050
H -2.712 -1.349 1.085
H 1.902 1.854 0.946
H -2.541 -1.911 -2.112
H 4.069 0.196 -0.591
H 2.406 -0.833 0.940
H 1.513 -0.090 -0.824
```

Summary:
Energy above the lowest of the compared OMol25 structures with the same formula, charge and spin ... 106.1 kcal per mole
HOMO energy ... -0.377 Eh
Net charge ... 0